The following is a quantum chemistry calculation of a molecular structure, C22H20N7O2OsS, from OMol25.

HOMO level (alpha / beta) = -17.48 / -17.48 eV
LUMO (alpha / beta) = -12.430 / -12.430 eV
multiplicity = 1
Kohn-Sham gap (alpha / beta) = 0.1856 / 0.1856 hartree
total charge = +3

XYZ file:
```
53
Properties=species:S:1:pos:R:3:forces:R:3:lowdin_charge:R:1
Os -0.979 0.130 0.201 0.6 -0.1 -0.1 1.3177
S -1.449 -1.969 0.537 -0.6 0.4 -0.1 0.8262
O 4.282 0.150 -5.154 0.0 0.1 0.0 0.1587
O 5.139 0.137 -3.179 0.0 0.1 0.0 0.1143
N -1.056 0.110 -1.919 0.5 0.0 -0.1 -0.0844
N -0.902 0.179 2.259 0.0 -0.1 0.0 -0.1835
N -1.175 -3.205 2.913 0.0 -0.1 -0.2 0.0424
N 4.209 0.131 -3.957 0.1 -0.2 0.0 -0.3202
N -1.379 2.077 0.585 -0.4 0.0 0.1 -0.0866
N 0.938 0.108 -0.187 0.3 -0.1 0.2 -0.0896
N -0.864 -0.955 3.006 0.1 0.2 -0.5 0.0526
C -0.133 -5.262 1.992 0.0 -0.1 0.0 -0.0589
C -1.702 3.023 -0.329 -0.1 -0.1 0.0 -0.0575
C 3.606 -0.014 -0.921 0.0 0.0 0.0 0.1215
C 3.232 -0.008 0.412 0.1 0.0 0.0 0.0376
C -1.920 -0.014 -4.143 -0.2 0.0 0.0 0.0278
C 1.816 0.040 -4.255 0.0 0.0 0.0 0.1168
C 2.834 0.067 -3.370 0.1 0.1 0.0 -0.0187
C 0.456 0.029 -3.815 0.0 0.0 0.2 -0.0827
C 2.624 0.059 -1.941 -0.1 0.0 0.0 -0.0151
C -1.616 4.726 1.332 0.0 0.0 -0.1 0.0573
C -0.952 1.338 2.843 -0.1 0.0 0.0 -0.2265
C -1.825 4.349 0.009 0.0 0.1 0.0 0.0214
C -1.303 3.758 2.282 0.0 -0.1 0.0 0.0583
C 1.291 0.093 -1.520 -0.3 0.0 -0.1 -0.1084
C -0.661 -0.027 -4.680 0.1 0.0 -0.1 0.0821
C -1.195 2.438 1.896 0.1 0.1 0.1 -0.1750
C 1.903 0.060 0.762 -0.2 0.0 -0.2 -0.0292
C -1.425 -4.531 2.309 0.0 0.2 0.1 -0.2182
C -2.086 0.062 -2.754 0.0 0.0 0.0 -0.0569
C 0.205 0.085 -2.448 -0.1 0.0 0.0 -0.1453
C -1.105 -2.040 2.305 0.2 -0.2 0.7 -0.6324
C -0.864 1.555 4.309 0.0 0.0 -0.1 0.0254
H 1.574 0.067 1.791 0.0 0.0 0.0 0.1258
H 3.980 -0.065 1.190 0.0 0.0 0.0 0.1454
H -1.782 2.019 4.677 0.0 0.0 0.0 0.1199
H -2.043 -4.380 1.424 0.0 -0.1 0.0 0.0893
H -1.702 5.764 1.627 0.0 0.0 0.0 0.1484
H -3.076 0.079 -2.313 0.0 0.0 0.0 0.1389
H -2.032 -5.073 3.032 0.0 0.0 0.0 0.1373
H 0.402 -4.796 1.163 0.0 0.0 0.0 0.0727
H -2.798 -0.061 -4.773 0.0 0.0 0.0 0.1411
H -0.989 -3.175 3.910 0.0 0.0 0.0 0.1762
H -0.039 2.238 4.529 0.0 0.0 0.0 0.1146
H 4.648 -0.077 -1.194 0.0 0.0 0.0 0.1329
H -0.707 0.619 4.834 0.0 0.0 0.0 0.0895
H 2.050 0.046 -5.313 0.0 0.0 0.0 0.1554
H 0.524 -5.295 2.861 0.0 0.0 0.0 0.0899
H -0.517 -0.083 -5.752 0.0 0.0 0.0 0.1536
H -1.844 2.677 -1.344 0.0 0.0 0.0 0.1193
H -1.154 4.032 3.317 0.0 0.0 0.0 0.1406
H -0.360 -6.289 1.709 0.0 0.0 0.0 0.0964
H -2.079 5.073 -0.753 0.0 0.0 0.0 0.1415
```
Positions in Å, forces in eV/Å.

The following is a quantum chemistry calculation of a single C22H20OS molecule, from OMol25.

HOMO level = -8.09 eV
LUMO = 0.455 eV
SMILES string = COc1ccc(S[C@H](/C=C/c2ccccc2)c2ccccc2)cc1
multiplicity = 1
Kohn-Sham gap = 0.3140 hartree
total charge = 0

XYZ file:
```
44
Properties=species:S:1:pos:R:3:forces:R:3:lowdin_charge:R:1
S -0.286 -0.424 -1.483 0.0 -0.7 -0.8 0.9990
O 3.460 3.735 -3.362 0.4 -0.1 0.7 -0.0914
C 4.766 3.870 -2.738 -0.6 -0.1 -0.4 -0.0603
C -3.695 -0.514 0.237 -0.3 0.2 -0.1 -0.0432
C -3.060 1.422 -1.023 -0.5 0.2 -0.1 -0.0516
C 3.069 1.745 -2.002 0.0 0.8 -0.3 -0.0228
C 0.592 -2.585 2.343 0.1 -0.8 1.2 -0.2121
C -1.192 0.014 0.014 -0.1 0.4 0.3 -0.4950
C 2.617 2.818 -2.808 -0.2 -0.8 0.2 -0.2721
C -0.205 -4.312 3.897 0.2 0.2 -0.2 -0.0871
C 0.345 2.020 -2.581 0.2 -0.7 0.2 -0.0927
C 2.157 0.836 -1.488 -0.9 0.0 -0.3 -0.0893
C 1.907 -2.847 2.812 -0.7 0.1 -0.3 -0.0418
C -5.418 0.955 -0.652 0.4 -0.3 0.0 -0.0925
C -0.894 -1.043 1.063 0.5 0.2 0.4 -0.1160
C 0.328 -1.543 1.347 -0.7 0.6 -0.2 -0.0689
C -0.458 -3.352 2.909 0.6 0.1 0.0 -0.0345
C -5.054 -0.186 0.076 0.4 0.3 -0.1 -0.0772
C -2.686 0.308 -0.273 0.2 -0.4 0.5 -0.2332
C 2.153 -3.805 3.798 -0.3 -0.1 0.0 -0.0920
C 1.238 2.941 -3.090 0.7 0.3 0.1 -0.0011
C 0.791 0.914 -1.825 0.7 1.1 0.0 -0.5467
C 1.099 -4.550 4.350 0.1 0.4 -0.4 -0.0942
C -4.409 1.726 -1.255 0.1 -0.2 0.4 -0.0754
H -4.682 2.584 -1.875 0.2 -0.2 0.3 0.1033
H 4.687 3.776 -1.643 0.0 0.1 -0.4 0.0939
H -1.478 -3.184 2.560 0.3 -0.2 0.1 0.1020
H 5.469 3.122 -3.137 -0.2 0.2 0.2 0.0948
H 1.218 -1.116 0.872 -0.3 -0.3 -0.2 0.0936
H -5.813 -0.820 0.541 0.2 0.2 -0.2 0.1023
H -2.295 2.083 -1.425 -0.1 -0.2 0.0 0.0908
H 2.734 -2.275 2.385 -0.2 -0.2 0.2 0.1071
H 5.092 4.874 -3.011 0.1 -0.2 0.1 0.0888
H -0.723 2.106 -2.764 0.3 0.0 -0.3 0.0895
H -3.418 -1.418 0.779 -0.3 0.2 -0.1 0.0969
H -1.735 -1.309 1.693 0.1 -0.2 -0.1 0.0838
H -6.472 1.231 -0.754 0.4 -0.1 -0.1 0.1012
H 0.904 3.757 -3.729 0.1 -0.1 0.2 0.1203
H -1.035 -4.884 4.311 0.2 0.1 -0.1 0.1004
H 4.135 1.627 -1.802 -0.4 0.0 0.0 0.1058
H 1.296 -5.317 5.104 -0.1 0.3 -0.3 0.1010
H 3.174 -3.980 4.144 -0.3 0.1 -0.1 0.1004
H 2.476 0.043 -0.822 0.1 -0.1 -0.2 0.0948
H -0.700 0.951 0.308 -0.3 0.0 0.1 0.1214
```
Positions in Å, forces in eV/Å.

The following is a quantum chemistry calculation of a single C22H21BrFNO2 molecule, from OMol25.

HOMO level = -7.97 eV
LUMO = 0.702 eV
SMILES string = CCOc1cc(CNc2ccccc2)cc(Br)c1OCc1ccc(F)cc1
multiplicity = 1
Kohn-Sham gap = 0.3187 hartree
total charge = 0

XYZ file:
```
48
Properties=species:S:1:pos:R:3:forces:R:3:lowdin_charge:R:1
Br 4.387 2.129 1.153 -0.1 0.2 0.1 0.7996
F 0.027 -4.551 2.002 0.0 0.0 0.0 0.0545
O 3.637 -0.024 -0.557 -0.2 0.2 -0.1 -0.1008
O 1.136 -0.504 -1.912 0.4 0.4 0.2 -0.0653
N -1.894 3.176 -0.339 0.0 0.5 -0.3 0.0008
C 0.322 1.579 -0.971 0.0 0.0 -0.1 0.0284
C 2.282 -1.869 1.130 0.1 0.0 -0.1 -0.0063
C 1.198 -4.160 -0.004 -0.1 -0.1 0.2 -0.0160
C 0.880 -3.784 1.290 0.1 0.1 -0.1 -0.2865
C -4.537 0.874 0.709 0.0 0.0 0.0 -0.0981
C 1.302 0.608 -1.135 0.1 0.0 0.0 -0.1640
C 3.550 -1.363 -0.989 0.2 -0.6 -0.3 -0.1318
C 2.713 1.924 0.286 0.2 -0.2 0.0 -0.5778
C -3.903 0.140 1.699 0.0 -0.2 0.1 -0.1100
C -2.547 2.202 0.384 -0.1 -0.3 0.1 -0.2791
C -0.603 3.702 0.024 0.0 0.0 0.1 -0.1511
C -3.871 1.892 0.060 0.0 0.0 0.0 -0.0390
C 2.606 -2.213 -0.176 0.1 0.1 0.0 -0.1992
C -2.596 0.446 2.034 -0.1 -0.1 0.0 -0.0924
C 1.409 -2.647 1.870 -0.2 -0.3 0.0 0.0063
C -1.918 1.464 1.390 0.1 0.2 0.0 -0.0412
C 1.727 2.872 0.467 -0.1 -0.1 -0.1 -0.0919
C -0.166 -0.886 -2.317 -0.5 -0.2 0.0 -0.2179
C 2.061 -3.363 -0.733 0.1 0.2 0.2 -0.0367
C 2.543 0.781 -0.494 0.0 0.2 0.1 -0.2553
C 0.509 2.694 -0.169 0.2 -0.1 -0.1 -0.2256
C -1.053 -1.341 -1.163 0.3 0.2 -0.1 -0.0325
H -0.404 4.570 -0.611 -0.1 0.0 0.1 0.1327
H 3.281 -1.414 -2.049 0.1 0.0 0.2 0.1304
H -2.488 3.778 -0.884 0.1 0.0 0.1 0.1310
H -2.011 -1.672 -1.554 -0.1 0.0 0.0 0.0852
H 1.145 -2.386 2.882 0.0 0.0 0.1 0.1190
H 2.312 -3.635 -1.747 0.0 0.0 -0.2 0.1217
H 4.574 -1.737 -0.870 -0.2 0.1 -0.1 0.1434
H -1.230 -0.536 -0.453 -0.1 0.0 0.1 0.0569
H 1.908 3.725 1.100 0.0 0.1 0.1 0.1090
H 0.769 -5.056 -0.423 -0.1 -0.1 0.0 0.1191
H -4.424 -0.659 2.205 0.0 -0.1 0.0 0.0959
H -0.646 -0.079 -2.884 0.1 -0.1 0.0 0.1179
H -0.582 -2.166 -0.636 0.0 -0.1 0.1 0.0619
H -4.371 2.462 -0.712 -0.1 0.0 -0.1 0.1058
H -2.092 -0.115 2.807 0.0 0.0 0.1 0.1036
H 2.716 -0.989 1.579 0.0 0.1 0.0 0.1208
H -0.627 1.472 -1.469 -0.1 -0.1 0.0 0.1135
H -0.587 4.047 1.070 0.0 0.0 -0.1 0.1287
H 0.014 -1.722 -2.999 -0.1 0.1 0.0 0.1251
H -0.898 1.682 1.667 0.1 0.0 0.0 0.1065
H -5.560 0.651 0.441 -0.1 0.0 0.0 0.1008
```
Positions in Å, forces in eV/Å.

The following is a quantum chemistry calculation of a molecular structure, C22H21Cl5N6O2SSeY, from OMol25.

HOMO level = -5.34 eV
LUMO = 2.260 eV
multiplicity = 1
Kohn-Sham gap = 0.2793 hartree
total charge = -1

XYZ file:
```
59
Properties=species:S:1:pos:R:3:forces:R:3:lowdin_charge:R:1
Y -0.068 0.148 -0.384 0.3 -0.5 0.6 1.2588
Se -2.550 1.648 -1.373 0.3 0.0 -0.1 0.5337
Cl -0.620 3.086 -7.259 0.0 0.0 0.0 0.6463
Cl 0.354 5.289 -5.266 0.0 0.0 0.0 0.6681
Cl -0.828 0.117 -6.275 0.0 0.0 0.0 0.6777
Cl 1.115 4.512 -2.319 0.0 0.0 0.0 0.7158
Cl -0.048 -0.598 -3.319 0.0 -0.1 0.0 0.7356
S -1.960 -2.125 -0.720 0.0 0.2 -0.1 0.6021
O 0.837 1.676 -1.765 -0.2 -0.4 0.2 -0.2816
O -0.921 0.659 1.709 -0.2 0.1 -0.2 -0.2867
N -1.676 2.269 4.610 0.0 0.0 0.0 0.1650
N -4.219 -1.905 0.658 0.0 -0.1 0.0 0.1038
N 0.577 5.050 1.946 0.0 0.0 0.0 0.1571
N -4.213 1.031 1.015 0.0 0.1 0.0 0.0281
N -2.293 -1.688 1.879 0.1 0.0 0.0 -0.0196
N -0.401 1.811 1.455 0.1 -0.2 -0.3 -0.0741
C 1.878 -2.858 -1.604 0.0 0.0 0.1 -0.0697
C 0.934 -1.245 3.180 0.1 -0.1 -0.1 -0.0450
C -2.870 -1.881 0.703 0.0 0.1 0.0 -0.8608
C 2.700 0.947 1.774 0.0 -0.1 0.0 -0.0435
C -0.506 2.741 2.352 0.0 0.2 0.1 -0.2891
C 0.514 -3.656 1.066 0.0 0.0 0.0 -0.0692
C 1.786 -1.966 -0.399 -0.1 0.4 -0.3 -0.3062
C -1.160 2.490 3.607 0.0 0.0 -0.1 -0.1682
C 1.122 -2.310 0.805 0.0 0.0 0.0 -0.2982
C 3.389 -0.044 -1.147 0.0 0.0 0.0 -0.0480
C -3.564 1.275 0.086 -0.1 -0.1 0.2 -0.8945
C 0.054 1.035 -3.899 0.0 0.0 0.0 -0.5848
C 0.586 3.320 -3.441 0.0 0.1 0.0 -0.6113
C 1.348 -1.279 1.735 -0.1 0.2 0.0 -0.2777
C -0.196 2.671 -5.638 0.0 0.0 0.0 -0.7181
C 2.440 -0.721 -0.203 0.0 -0.1 -0.3 -0.3250
C -2.992 -1.245 3.074 0.0 0.0 0.0 -0.0638
C 0.506 1.991 -2.970 0.1 0.0 0.1 -0.5303
C 0.243 3.650 -4.743 0.0 0.0 0.0 -0.6965
C -0.290 1.354 -5.203 0.0 0.0 0.0 -0.7011
C 2.141 -0.282 1.108 -0.1 0.3 0.0 -0.3143
C 0.093 4.019 2.100 -0.1 -0.1 0.0 -0.1709
H 3.724 0.780 2.122 0.0 0.0 0.0 0.0813
H 4.419 -0.370 -0.970 0.0 0.0 0.0 0.0818
H 0.159 -3.748 2.094 0.0 0.0 0.0 0.0637
H -3.462 -0.274 2.906 0.0 0.0 0.0 0.0578
H 2.105 1.228 2.644 0.0 0.0 0.0 0.0643
H -4.580 -1.826 -0.278 0.0 0.0 0.0 0.0883
H -2.263 -1.145 3.873 0.0 0.0 0.0 0.0838
H 2.722 1.807 1.101 0.0 0.0 0.0 0.0748
H 0.377 -2.143 3.460 0.0 0.0 0.0 0.0647
H 2.371 -2.353 -2.434 0.0 0.0 0.0 0.0570
H 2.451 -3.764 -1.380 0.0 0.0 0.0 0.0783
H 3.151 -0.253 -2.192 0.0 0.0 0.0 0.0659
H 0.312 -0.377 3.406 0.0 0.0 0.0 0.0577
H 3.355 1.039 -1.030 0.0 0.0 0.0 0.0680
H 1.809 -1.201 3.833 0.0 0.0 0.0 0.0841
H -1.286 -1.615 1.865 0.0 0.0 0.0 0.0693
H -4.692 -1.295 1.311 0.0 0.0 0.0 0.0696
H -3.741 -1.983 3.369 0.0 0.0 0.0 0.0864
H -0.325 -3.866 0.400 0.0 0.0 0.0 0.0216
H 1.261 -4.440 0.912 0.0 0.0 0.0 0.0794
H 0.891 -3.185 -1.945 0.0 0.0 0.0 0.0582
```
Positions in Å, forces in eV/Å.